This record from the OMol25 dataset describes a molecular structure, C8H6BF13MgN3O3S. The level of theory is ωB97M-V/def2-TZVPD.

Summary:
HOMO level (eV): -5.351
Kohn-Sham gap (hartree): 0.2956

The geometry in ORCA input format:
```
! wB97M-V def2-TZVPD RIJCOSX def2/J DEFGRID3
* xyz -1 1
Mg 0.438 1.586 0.255
F -1.436 4.038 -1.336
B -0.157 3.957 -0.858
F -0.167 3.563 0.542
F 0.523 2.809 -1.434
F 0.573 5.098 -1.038
O 0.414 0.573 2.121
N 1.416 1.185 2.556
O 1.894 1.968 1.703
C -3.654 -0.228 2.899
N -2.758 -0.949 2.021
C -2.284 -2.238 2.213
C -1.363 -2.465 1.255
N -1.301 -1.330 0.479
C -2.119 -0.379 0.971
S -2.314 1.204 0.402
H -3.806 -0.824 3.796
H -4.611 -0.042 2.412
H -3.205 0.730 3.156
H -2.652 -2.868 3.001
H -0.757 -3.328 1.056
H -0.559 -1.073 -0.182
F 2.237 1.138 -3.202
C 2.703 0.473 -2.143
F 3.868 -0.091 -2.511
F 2.978 1.362 -1.183
C 1.661 -0.567 -1.610
O 0.709 0.022 -0.878
C 0.996 -1.289 -2.817
F 1.888 -1.718 -3.730
F 0.313 -2.370 -2.391
F 0.131 -0.495 -3.437
C 2.429 -1.618 -0.741
F 3.231 -1.001 0.133
F 3.179 -2.475 -1.454
F 1.566 -2.357 -0.025
*
```

***

This record from the OMol25 dataset describes 2 unconnected molecules or ions with the total composition C4H7ClOS. The level of theory is ωB97M-V/def2-TZVPD.

Summary:
HOMO level (eV): -8.764
Kohn-Sham gap (hartree): 0.3123

The geometry in ORCA input format:
```
! wB97M-V def2-TZVPD RIJCOSX def2/J DEFGRID3
* xyz 0 1
C 1.250 -0.951 -0.269
C 0.187 -0.456 0.872
C -1.178 0.079 0.516
C -0.297 1.087 0.871
H 1.366 0.220 -1.655
H 0.926 -1.969 -0.159
H 2.274 -0.556 0.208
H 0.262 -0.988 1.840
H -2.122 -0.111 1.159
H -1.344 0.731 -2.226
H -0.118 1.675 1.827
O 0.997 -0.628 -1.551
S -2.306 -0.182 -0.792
Cl 0.102 2.047 -0.641
*
```

***

This record from the OMol25 dataset describes a molecular structure, C24H47BGeN6O5PbSi3. The level of theory is ωB97M-V/def2-TZVPD.

Summary:
<S²>: 0.753
HOMO level (spin up / spin down) (eV): -9.869 / -9.867
Kohn-Sham gap (spin up / spin down) (hartree): 0.2852 / 0.1620

The geometry in ORCA input format:
```
! wB97M-V def2-TZVPD RIJCOSX def2/J DEFGRID3
* xyz 1 2
Pb 0.331 1.890 -1.452
N 1.410 4.387 -1.595
C 2.779 4.080 -1.181
C 2.789 3.193 0.057
O 3.796 3.170 0.761
N 1.652 2.495 0.280
C 1.574 1.841 1.565
C 1.456 0.344 1.558
O 1.174 -0.293 2.545
O 1.731 -0.264 0.385
H 0.923 4.885 -0.856
H 1.388 4.966 -2.426
H 3.281 3.540 -1.990
H 3.387 4.955 -0.947
H 2.484 2.048 2.140
H 0.731 2.216 2.149
O -1.352 -0.584 0.073
B -1.373 0.829 -0.055
O -2.670 1.284 0.209
C -3.430 0.169 0.496
C -4.767 0.098 0.816
C -5.296 -1.176 1.015
C -4.509 -2.316 0.885
C -3.155 -2.225 0.564
C -2.641 -0.959 0.396
H -5.372 0.989 0.914
H -6.342 -1.280 1.272
H -4.954 -3.290 1.032
H -2.539 -3.106 0.454
C -5.800 3.865 0.549
C -5.878 4.012 -0.968
C -5.730 2.664 -1.668
C -4.870 5.042 -1.475
N -3.480 4.622 -1.280
C -2.707 3.812 -1.999
N -1.546 3.715 -1.398
N -1.618 4.499 -0.298
N -2.770 5.049 -0.224
H -6.564 3.172 0.905
H -5.956 4.821 1.051
H -4.824 3.480 0.855
H -6.854 4.428 -1.234
H -4.801 2.165 -1.375
H -5.744 2.766 -2.756
H -6.551 2.002 -1.391
H -4.965 5.977 -0.926
H -5.005 5.247 -2.536
H -3.003 3.325 -2.913
C -0.271 -3.964 2.334
Si 1.518 -3.469 2.398
C 1.944 -2.780 4.058
C 2.604 -4.914 1.919
Ge 1.851 -2.106 0.410
Si 1.602 -2.464 -1.975
C -0.135 -2.130 -2.544
C 2.802 -1.320 -2.828
C 2.037 -4.257 -2.261
Si 4.543 -1.581 0.469
C 4.925 0.009 -0.374
C 4.835 -1.522 2.292
C 5.221 -3.099 -0.355
H -0.465 -4.606 3.199
H -0.510 -4.533 1.433
H -0.943 -3.107 2.398
H 1.734 -3.572 4.784
H 1.332 -1.913 4.293
H 2.990 -2.494 4.161
H 2.429 -5.741 2.614
H 3.669 -4.676 1.961
H 2.373 -5.278 0.914
H -0.441 -1.099 -2.361
H -0.869 -2.786 -2.074
H -0.155 -2.308 -3.624
H 2.783 -0.314 -2.403
H 2.526 -1.242 -3.883
H 3.826 -1.693 -2.779
H 1.355 -4.926 -1.730
H 3.054 -4.492 -1.943
H 1.960 -4.490 -3.327
H 4.190 0.790 -0.178
H 5.036 -0.114 -1.451
H 5.876 0.363 0.039
H 4.261 -0.729 2.775
H 5.900 -1.305 2.433
H 4.613 -2.469 2.781
H 5.052 -3.094 -1.432
H 4.824 -4.025 0.062
H 6.305 -3.094 -0.186
*
```

***

This record from the OMol25 dataset describes a gas-phase ion, C23H31N4O4 (charge +1). The level of theory is ωB97M-V/def2-TZVPD.

Summary:
SMILES: COc1ccc(OC[C@@H](O)Cn2c(N)[n+](CCN3CCOCC3)c3ccccc32)cc1
HOMO level (eV): -10.785
Kohn-Sham gap (hartree): 0.3235

The geometry in ORCA input format:
```
! wB97M-V def2-TZVPD RIJCOSX def2/J DEFGRID3
* xyz 1 1
C -3.159 -3.665 -2.112
O -2.194 -2.734 -2.551
C -1.101 -2.512 -1.778
C -0.115 -1.687 -2.331
C 1.021 -1.377 -1.620
C 1.207 -1.875 -0.329
O 2.381 -1.494 0.278
C 2.623 -1.852 1.615
C 1.807 -0.993 2.602
O 1.917 -1.447 3.918
C 2.199 0.505 2.507
N 1.814 1.100 1.252
C 0.551 1.380 0.875
N -0.541 1.265 1.618
N 0.537 1.856 -0.386
C -0.620 2.395 -1.072
C -1.730 1.363 -1.302
N -2.568 1.189 -0.114
C -3.203 -0.129 -0.072
C -3.993 -0.267 1.233
O -4.962 0.741 1.356
C -4.375 2.016 1.304
C -3.606 2.217 -0.003
C 1.846 1.866 -0.857
C 2.387 2.240 -2.074
C 3.757 2.118 -2.223
C 4.561 1.641 -1.192
C 4.026 1.266 0.028
C 2.656 1.383 0.181
C 0.234 -2.692 0.224
C -0.909 -3.012 -0.496
H -2.716 -4.649 -1.939
H -3.886 -3.735 -2.919
H -3.662 -3.324 -1.201
H -0.258 -1.321 -3.336
H 1.795 -0.764 -2.052
H 3.694 -1.682 1.766
H 2.414 -2.912 1.800
H 0.744 -1.096 2.353
H 2.844 -1.517 4.177
H 3.280 0.613 2.613
H 1.721 1.041 3.334
H -0.476 0.875 2.542
H -1.465 1.285 1.106
H -1.006 3.243 -0.498
H -0.270 2.765 -2.035
H -2.335 1.681 -2.162
H -1.271 0.402 -1.552
H -2.427 -0.897 -0.115
H -3.885 -0.261 -0.923
H -4.532 -1.214 1.254
H -3.298 -0.228 2.088
H -5.192 2.733 1.378
H -3.692 2.154 2.158
H -3.147 3.207 -0.007
H -4.307 2.149 -0.847
H 1.776 2.607 -2.883
H 4.212 2.398 -3.159
H 5.624 1.561 -1.347
H 4.660 0.894 0.815
H 0.345 -3.116 1.209
H -1.636 -3.664 -0.040
*
```

***

This record from the OMol25 dataset describes a molecular structure, C3H5BrI2N. The level of theory is ωB97M-V/def2-TZVPD.

Summary:
<S²>: 2.019
HOMO level (spin up / spin down) (eV): -11.636 / -12.534
Kohn-Sham gap (spin up / spin down) (hartree): 0.2824 / 0.2096

The geometry in ORCA input format:
```
! wB97M-V def2-TZVPD RIJCOSX def2/J DEFGRID3
* xyz 1 3
C -1.080 -0.400 -0.206
C -2.241 0.285 -0.135
C 1.003 0.724 -0.036
N 1.836 -0.395 0.224
Br -3.868 -0.664 -0.084
I -0.641 -2.411 -0.160
I -2.357 2.453 0.022
H 0.624 1.133 -1.021
H 0.851 1.518 0.731
H 2.074 -0.819 -0.667
H 1.206 -1.184 0.433
H 2.593 -0.241 0.899
*
```

***

This record from the OMol25 dataset describes a molecular structure, C46H50CrN3O3P2. The level of theory is ωB97M-V/def2-TZVPD.

Summary:
<S²>: 0.814
HOMO level (spin up / spin down) (eV): -6.149 / -6.327
Kohn-Sham gap (spin up / spin down) (hartree): 0.2366 / 0.2406

The geometry in ORCA input format:
```
! wB97M-V def2-TZVPD RIJCOSX def2/J DEFGRID3
* xyz 0 2
Cr -0.261 -0.309 -0.970
C 3.427 0.210 0.930
C 3.668 -0.329 -0.479
C 4.177 -1.761 -0.439
P 2.110 -0.016 -1.470
C 2.588 -0.350 -3.256
C 1.388 0.048 -4.111
C 3.841 0.340 -3.783
C 2.170 1.819 -1.417
C 3.298 2.619 -1.558
C 3.235 4.005 -1.509
C 4.459 4.863 -1.639
C 1.987 4.594 -1.319
C 0.858 3.833 -1.156
C 0.913 2.422 -1.173
N -0.172 1.640 -0.944
C -1.383 2.338 -0.750
C -2.204 2.645 -1.846
C -1.746 2.323 -3.237
C -3.410 3.286 -1.624
C -3.813 3.664 -0.349
C -5.125 4.363 -0.134
C -2.965 3.411 0.714
C -1.750 2.769 0.531
C -0.794 2.628 1.675
H 4.322 0.100 1.542
H 2.615 -0.333 1.416
H 3.154 1.264 0.894
H 4.440 0.283 -0.960
H 3.496 -2.399 0.116
H 5.156 -1.792 0.041
H 4.263 -2.166 -1.441
H 2.735 -1.430 -3.313
H 1.226 1.123 -4.043
H 0.485 -0.463 -3.768
H 1.562 -0.211 -5.154
H 3.705 1.418 -3.803
H 4.023 0.002 -4.803
H 4.721 0.094 -3.192
H 4.270 2.166 -1.701
H 5.300 4.298 -2.036
H 4.745 5.266 -0.666
H 4.262 5.705 -2.300
H 1.909 5.673 -1.296
H -0.094 4.317 -1.000
H -1.524 1.260 -3.317
H -0.834 2.874 -3.470
H -2.511 2.583 -3.964
H -4.050 3.516 -2.467
H -5.285 5.123 -0.897
H -5.152 4.838 0.845
H -5.946 3.647 -0.191
H -3.238 3.731 1.712
H -1.318 2.595 2.629
H -0.103 3.474 1.685
H -0.201 1.721 1.549
O -2.129 -0.177 -1.642
C -2.145 -0.786 -0.535
C -2.857 -0.379 0.705
C -4.212 -0.091 0.731
C -4.833 0.175 1.940
C -4.101 0.158 3.116
C -2.744 -0.124 3.098
C -2.114 -0.406 1.892
P -0.327 -0.744 1.687
C -0.260 -2.576 1.666
C -1.356 -3.427 1.768
C -1.169 -4.798 1.683
C 0.099 -5.330 1.516
C 1.196 -4.484 1.441
C 1.013 -3.119 1.517
C 0.264 -0.559 3.430
C 1.122 0.492 3.734
C 1.630 0.638 5.012
C 1.290 -0.264 6.004
C 0.436 -1.315 5.711
C -0.067 -1.468 4.433
H -4.767 -0.072 -0.196
H -5.892 0.393 1.970
H -4.589 0.374 4.056
H -2.174 -0.124 4.017
H -2.347 -3.018 1.916
H -2.015 -5.465 1.772
H 0.237 -6.401 1.467
H 2.193 -4.889 1.328
H 1.858 -2.446 1.462
H 1.395 1.202 2.967
H 2.297 1.460 5.231
H 1.691 -0.150 7.001
H 0.164 -2.022 6.482
H -0.726 -2.296 4.220
C -3.104 -4.727 -1.386
N -1.754 -4.224 -1.493
C -0.714 -5.011 -1.906
C 0.534 -4.482 -2.006
C 0.764 -3.108 -1.690
O 1.872 -2.571 -1.697
N -0.341 -2.337 -1.330
C -1.510 -2.925 -1.201
O -2.514 -2.246 -0.720
H -3.085 -5.814 -1.346
H -3.695 -4.394 -2.242
H -3.563 -4.334 -0.478
H -0.947 -6.036 -2.136
H 1.370 -5.088 -2.304
*
```

***

This record from the OMol25 dataset describes 9 unconnected molecules or ions with the total composition C30H84N6O12. The level of theory is ωB97M-V/def2-TZVPD.

Summary:
SMILES: COC[C@H](C)N.COC[C@H](C)N.COC[C@H](C)N.COC[C@H](C)N.COC[C@H](C)N.COC[C@H](C)N.OCCO.OCCO.OCCO
HOMO level (eV): -8.490
Kohn-Sham gap (hartree): 0.3288

The geometry in ORCA input format:
```
! wB97M-V def2-TZVPD RIJCOSX def2/J DEFGRID3
* xyz 0 1
C 5.578 -0.150 1.047
O 6.552 -1.058 1.561
C 7.139 -1.840 0.566
C 8.382 -2.470 1.230
C 9.580 -1.558 1.292
N 8.733 -3.720 0.573
H 6.077 0.655 0.507
H 5.074 0.265 1.920
H 4.859 -0.562 0.340
H 6.473 -2.672 0.335
H 7.421 -1.269 -0.318
H 8.131 -2.601 2.282
H 9.913 -1.109 0.357
H 10.444 -2.078 1.707
H 9.447 -0.671 1.912
H 9.436 -4.224 1.095
H 7.917 -4.308 0.659
C -3.632 5.178 0.122
O -2.963 3.975 0.552
C -3.792 3.025 1.096
C -3.172 1.679 1.261
C -3.024 0.804 0.014
N -4.005 0.805 2.099
H -2.879 5.902 -0.190
H -4.329 5.599 0.846
H -4.217 4.884 -0.750
H -4.161 3.465 2.022
H -4.669 2.978 0.450
H -2.207 1.740 1.764
H -2.506 -0.099 0.334
H -2.388 1.309 -0.713
H -4.008 0.731 -0.450
H -4.780 0.404 1.591
H -3.510 -0.017 2.415
C 1.920 -1.814 -5.561
O 1.176 -0.570 -5.575
C 1.961 0.561 -5.797
C 1.021 1.754 -5.549
C -0.220 1.753 -6.438
N 1.645 3.023 -5.642
H 1.448 -2.625 -5.006
H 2.862 -1.706 -5.023
H 2.007 -2.115 -6.605
H 2.851 0.662 -5.175
H 2.258 0.627 -6.843
H 0.660 1.694 -4.522
H -0.938 2.478 -6.053
H -0.612 0.737 -6.477
H 0.000 2.059 -7.461
H 2.204 3.225 -6.459
H 0.974 3.767 -5.770
C 0.554 4.820 0.064
O 0.307 5.351 1.369
C -0.039 4.396 2.320
C -0.679 4.954 3.533
C -1.163 3.838 4.518
N -1.851 5.701 3.143
H -0.371 4.503 -0.418
H 1.306 4.032 0.027
H 0.992 5.608 -0.548
H -0.768 3.721 1.872
H 0.854 3.841 2.608
H -0.014 5.636 4.064
H -1.900 3.186 4.048
H -1.611 4.293 5.401
H -0.405 3.141 4.876
H -1.436 6.503 2.691
H -2.382 5.234 2.421
C -4.739 -1.494 -6.276
O -4.248 -1.601 -4.951
C -2.822 -1.401 -4.872
C -2.426 -1.407 -3.387
C -0.967 -1.176 -3.124
N -2.948 -2.653 -2.744
H -4.355 -0.495 -6.487
H -5.824 -1.395 -6.242
H -4.468 -2.288 -6.971
H -2.360 -2.255 -5.368
H -2.455 -0.447 -5.253
H -2.979 -0.596 -2.914
H -0.326 -1.946 -3.553
H -0.763 -1.228 -2.055
H -0.645 -0.180 -3.427
H -3.913 -2.791 -3.009
H -2.499 -3.479 -3.112
C 2.064 1.412 -1.304
O 2.006 0.415 -0.244
C 1.348 0.844 0.872
C 1.397 -0.403 1.780
C 0.545 -1.607 1.254
N 0.804 -0.049 3.121
H 2.454 2.349 -0.908
H 1.074 1.498 -1.753
H 2.733 1.064 -2.092
H 1.930 1.635 1.346
H 0.337 1.206 0.685
H 2.431 -0.656 2.015
H -0.521 -1.395 1.161
H 0.719 -2.517 1.828
H 0.858 -1.858 0.240
H -0.173 0.034 2.879
H 0.851 -0.876 3.697
O -5.551 -3.132 1.738
C -5.427 -2.395 2.959
C -3.983 -2.457 3.562
O -3.019 -1.849 2.670
H -5.824 -4.041 1.881
H -5.701 -1.357 2.769
H -6.167 -2.697 3.701
H -3.698 -3.501 3.693
H -3.870 -1.855 4.464
H -3.053 -2.397 1.883
O -2.455 -2.968 0.270
C -2.073 -4.344 0.502
C -3.234 -5.333 -0.070
O -3.478 -5.263 -1.496
H -2.606 -2.955 -0.678
H -1.193 -4.615 -0.080
H -1.846 -4.525 1.553
H -4.154 -5.035 0.433
H -3.111 -6.388 0.175
H -4.143 -4.572 -1.537
O 2.880 0.444 5.065
C 1.991 0.089 6.084
C 1.820 -1.376 6.361
O 1.262 -2.093 5.240
H 2.343 0.334 4.278
H 2.401 0.524 6.995
H 1.029 0.593 5.995
H 1.213 -1.445 7.264
H 2.770 -1.870 6.566
H 1.238 -3.044 5.365
*
```

***

This record from the OMol25 dataset describes a molecular structure, C12H32FO4Rb. The level of theory is ωB97M-V/def2-TZVPD.

Summary:
HOMO level (eV): -9.026
Kohn-Sham gap (hartree): 0.3046

The geometry in ORCA input format:
```
! wB97M-V def2-TZVPD RIJCOSX def2/J DEFGRID3
* xyz 0 1
Rb 7.826 9.221 26.306
F 6.447 8.303 23.891
C 5.938 5.482 20.929
C 5.557 6.947 20.750
C 4.649 7.160 19.552
O 4.833 7.416 21.888
H 5.068 4.857 21.146
H 6.653 5.365 21.743
H 6.355 5.107 19.989
H 6.493 7.506 20.634
H 5.107 6.802 18.628
H 4.373 8.209 19.486
H 3.753 6.548 19.687
H 5.488 7.640 22.568
C 4.668 5.148 24.960
C 5.905 5.496 25.780
C 7.161 4.929 25.130
O 6.029 6.891 26.008
H 3.749 5.547 25.387
H 4.612 4.055 24.937
H 4.725 5.491 23.923
H 5.747 5.032 26.760
H 8.067 5.343 25.572
H 7.114 5.159 24.061
H 7.218 3.841 25.191
H 6.119 7.351 25.133
C 10.365 6.126 23.176
C 9.582 7.377 23.510
C 10.531 8.526 23.881
O 8.703 7.661 22.448
H 10.851 6.201 22.204
H 9.717 5.249 23.204
H 11.152 5.935 23.911
H 8.956 7.220 24.395
H 11.203 8.829 23.079
H 11.153 8.186 24.716
H 9.992 9.406 24.239
H 7.893 8.062 22.816
C 3.225 10.684 26.958
C 3.964 9.537 26.289
C 3.023 8.625 25.528
O 4.937 10.109 25.408
H 3.858 11.205 27.676
H 2.355 10.304 27.495
H 2.876 11.377 26.192
H 4.498 8.970 27.066
H 2.336 9.241 24.942
H 2.446 7.962 26.173
H 3.570 7.996 24.823
H 5.305 9.380 24.871
*
```